Molecular formula: C28H33MnN7O7P2S3
Method: DFT, wB97M-V/def2-TZVPD

```
81
C28H33MnN7O7P2S3 (wB97M-V/def2-TZVPD)
Mn -0.322 0.085 -0.495
N -2.400 -0.847 -4.175
C -2.421 0.483 -3.451
C -3.189 1.513 -4.259
P -3.203 0.153 -1.806
O -4.415 -0.790 -2.410
O -3.792 1.340 -1.164
O -2.264 -0.771 -1.073
P -0.583 0.876 -3.511
O -0.463 2.405 -3.142
O -0.276 0.529 -4.926
O 0.134 0.065 -2.451
H -3.304 -1.079 -4.580
H -2.148 -1.572 -3.497
H -1.628 -0.730 -4.880
H -4.188 1.154 -4.523
H -2.644 1.779 -5.166
H -3.303 2.405 -3.646
H -5.219 -0.553 -1.926
H -0.535 2.404 -2.131
S 0.141 1.041 6.652
C 0.064 2.695 7.094
C -0.182 3.489 6.019
C -0.311 2.758 4.816
C -0.167 1.404 4.980
C -0.173 0.356 3.969
C -0.366 0.673 2.619
N -0.256 -0.180 1.621
C 0.028 -1.474 1.922
C 0.126 -1.924 3.256
C 0.344 -3.326 3.478
C 0.471 -4.191 2.450
C 0.413 -3.744 1.087
C 0.515 -4.593 -0.010
C 0.451 -4.072 -1.298
C 0.325 -2.678 -1.420
N 0.199 -1.857 -0.405
C 0.218 -2.371 0.848
C 0.495 -4.915 -2.484
C 0.521 -4.538 -3.801
C 0.515 -5.630 -4.700
C 0.482 -6.831 -4.067
S 0.460 -6.649 -2.363
C 0.040 -0.987 4.277
H 0.203 2.980 8.124
H -0.261 4.565 6.082
H -0.524 3.231 3.867
H -0.650 1.682 2.339
H 0.402 -3.673 4.503
H 0.625 -5.249 2.623
H 0.644 -5.658 0.139
H 0.356 -2.207 -2.394
H 0.569 -3.505 -4.116
H 0.536 -5.523 -5.775
H 0.472 -7.820 -4.496
H 0.140 -1.293 5.311
C 3.726 2.919 2.123
C 4.158 1.792 1.262
N 5.351 1.318 1.167
N 5.241 0.280 0.286
C 3.984 0.067 -0.164
S 3.398 -1.079 -1.190
N 3.286 1.069 0.474
N 1.931 1.305 0.288
H 4.605 3.363 2.584
H 3.057 2.566 2.912
H 3.205 3.681 1.541
H 6.051 -0.250 0.028
H 1.765 1.896 -0.521
H 1.549 1.728 1.117
C -1.996 4.026 -0.771
C -1.222 3.060 0.129
C -0.099 3.843 0.829
O -0.736 1.953 -0.585
H -2.357 4.873 -0.184
H -2.848 3.509 -1.205
H -1.354 4.403 -1.570
H -1.925 2.705 0.903
H 0.679 4.102 0.107
H 0.346 3.268 1.646
H -0.498 4.765 1.256
```

Its net charge is 0. As for the expectation value of S²: 1.24. As for the HOMO-LUMO gap (alpha / beta): 6.72 / 6.18 eV. The energy above the lowest of the compared OMol25 structures with the same formula, charge and spin comes out at 0.804 eV. Its spin multiplicity is 2.

=====

Molecular formula: C28H33N2O6
Method: DFT, wB97M-V/def2-TZVPD

```
69
C28H33N2O6 (wB97M-V/def2-TZVPD)
C 3.867 -3.322 -4.711
C 4.550 -3.766 -3.434
N 4.521 -2.735 -2.380
C 5.798 -2.064 -2.094
C 6.674 -2.863 -1.157
C 3.515 -2.506 -1.495
O 3.696 -1.734 -0.551
C 2.153 -3.208 -1.699
C 2.304 -4.708 -1.439
O 3.118 -5.144 -0.633
C 1.434 -5.644 -2.242
C 1.750 -5.909 -3.575
C 1.071 -6.899 -4.282
C 0.034 -7.601 -3.658
C -0.309 -7.323 -2.329
C 0.410 -6.365 -1.609
C 1.119 -2.593 -0.935
C -0.249 -2.554 -1.546
C -1.091 -1.409 -1.140
O -0.715 -0.413 -0.551
O -2.435 -1.493 -1.460
C -2.868 -2.616 -2.249
C -4.135 -2.148 -2.973
C -3.125 -3.843 -1.391
O -1.882 -2.891 -3.276
C -0.557 -2.957 -2.909
O 0.246 -3.298 -3.766
C 1.044 -2.903 0.595
C -0.179 -2.776 1.278
C -0.223 -2.635 2.656
C 0.970 -2.650 3.418
N 0.963 -2.195 4.698
C 2.123 -2.149 5.564
C -0.252 -1.693 5.308
C 2.157 -3.084 2.763
C 2.182 -3.179 1.377
H 4.063 -4.058 -5.496
H 2.785 -3.220 -4.588
H 4.274 -2.355 -5.029
H 4.110 -4.683 -3.019
H 5.615 -3.975 -3.608
H 6.295 -1.919 -3.058
H 5.564 -1.094 -1.646
H 7.551 -2.272 -0.894
H 6.127 -3.102 -0.239
H 7.003 -3.793 -1.630
H 1.907 -3.099 -2.756
H 2.549 -5.347 -4.055
H 1.347 -7.092 -5.322
H -0.518 -8.355 -4.224
H -1.138 -7.849 -1.852
H 0.212 -6.171 -0.557
H 1.290 -1.506 -0.971
H -3.904 -1.257 -3.563
H -4.497 -2.937 -3.637
H -4.910 -1.899 -2.241
H -2.201 -4.211 -0.926
H -3.857 -3.590 -0.611
H -3.547 -4.636 -2.024
H -1.139 -2.764 0.755
H -1.189 -2.435 3.120
H 3.019 -2.505 5.054
H 2.289 -1.113 5.895
H 1.942 -2.766 6.457
H -0.876 -1.171 4.574
H -0.847 -2.512 5.740
H 0.018 -0.988 6.102
H 3.070 -3.292 3.321
H 3.121 -3.462 0.929
```

As for the SMILES: CCN(CC)C(=O)[C@@H](C(=O)c1ccccc1)[C@@H](C1=C([O-])OC(C)(C)OC1=O)c1ccc(N(C)C)cc1. Its net charge is -1. As for the HOMO-LUMO gap: 6.60 eV. The energy above the lowest of the compared OMol25 structures with the same formula, charge and spin comes out at 0.000 eV. Its spin multiplicity is 1.

=====

Molecular formula: C28H33N4OSZr
Method: DFT, wB97M-V/def2-TZVPD

```
68
C28H33N4OSZr (wB97M-V/def2-TZVPD)
Zr -0.489 -1.263 -0.646
C 0.328 -4.049 0.824
C 1.412 -3.823 -0.207
N 1.590 -2.360 -0.456
C 2.420 -1.691 0.587
C 1.599 -1.120 1.715
C 2.180 -0.709 2.898
C 1.372 -0.133 3.872
C 0.014 0.017 3.637
C -0.503 -0.429 2.434
C -1.961 -0.265 2.094
N -2.330 -0.925 0.807
C -2.986 -2.256 1.012
C -1.953 -3.286 1.416
N -0.919 -3.394 0.352
N 0.279 -0.986 1.500
H 0.602 -3.611 1.784
H 0.177 -5.117 0.988
H 1.138 -4.288 -1.155
H 2.354 -4.270 0.116
H 2.101 -2.269 -1.331
H 2.980 -0.885 0.110
H 3.154 -2.396 0.984
H 3.242 -0.838 3.062
H 1.803 0.195 4.809
H -0.634 0.466 4.379
H -2.181 0.801 2.012
H -2.580 -0.656 2.905
H -3.022 -0.325 0.365
H -3.472 -2.535 0.076
H -3.763 -2.176 1.775
H -2.431 -4.248 1.605
H -1.455 -2.989 2.340
H -1.304 -3.989 -0.377
C -0.188 -1.073 -3.133
C -1.301 -0.275 -2.804
C -2.336 -1.127 -2.348
C -1.860 -2.456 -2.406
C -0.529 -2.424 -2.881
H 0.760 -0.711 -3.501
H -1.345 0.800 -2.878
H -3.335 -0.824 -2.068
H -2.435 -3.343 -2.182
H 0.093 -3.285 -3.079
O 0.546 0.535 -0.755
S 1.325 1.795 -0.228
C 1.765 2.699 -1.666
C 0.865 3.467 -2.404
C 1.321 4.118 -3.534
C 2.658 4.010 -3.911
C 3.550 3.256 -3.163
C 3.107 2.594 -2.029
C 0.055 2.735 0.571
C 0.458 3.527 1.638
C -0.488 4.309 2.288
C -1.812 4.284 1.874
C -2.205 3.478 0.808
C -1.271 2.695 0.148
H -0.162 3.583 -2.086
H 0.645 4.730 -4.116
H 3.006 4.536 -4.790
H 4.590 3.193 -3.454
H 3.799 2.021 -1.423
H 1.495 3.546 1.950
H -0.187 4.942 3.112
H -2.544 4.902 2.376
H -3.236 3.483 0.480
H -1.566 2.080 -0.694
```

Its net charge is +3. As for the HOMO-LUMO gap: 8.19 eV. The energy above the lowest of the compared OMol25 structures with the same formula, charge and spin comes out at 0.000 eV. Its spin multiplicity is 1.

=====

Molecular formula: C28H33N5O9P
Method: DFT, wB97M-V/def2-TZVPD

```
76
C28H33N5O9P (wB97M-V/def2-TZVPD)
C 2.666 0.287 0.625
C 1.757 -0.497 -0.539
O 0.419 -0.423 -0.351
O 2.383 -1.261 -1.669
C 2.122 -2.665 -1.315
C 2.736 -3.766 -2.378
C 1.820 -5.121 -2.236
C 2.659 -6.529 -2.240
C 3.391 -6.909 -0.824
N 4.872 -7.334 -0.732
C 5.305 -7.683 0.697
N 6.508 -8.131 1.187
N 3.970 -7.415 1.395
P 4.083 -7.711 3.151
O 3.368 -6.559 4.021
N 2.891 -6.994 0.601
C 1.479 -6.713 1.066
C 0.874 -8.086 1.807
N 0.531 -7.867 3.264
H 2.541 1.464 0.524
H 2.284 0.031 1.722
H 3.792 -0.054 0.480
H 0.936 -2.791 -1.321
H 2.460 -2.929 -0.216
H 2.630 -3.390 -3.506
H 3.847 -4.036 -2.110
H 1.118 -5.147 -3.201
H 1.105 -4.967 -1.323
H 1.983 -7.456 -2.556
H 3.525 -6.467 -3.056
H 7.449 -7.937 0.757
H 6.522 -8.788 2.024
H 5.482 -7.693 3.599
H 3.513 -9.022 3.481
H 0.716 -6.460 0.216
H 1.549 -5.811 1.845
H 1.720 -8.906 1.640
H -0.107 -8.423 1.225
H 0.944 -8.619 3.872
H 0.797 -6.913 3.599
C -3.790 1.599 -3.813
C -3.116 0.784 -4.631
C -2.015 -0.062 -4.132
O -1.396 -0.806 -4.880
C -1.688 0.026 -2.695
C -2.362 0.840 -1.877
C -3.463 1.686 -2.376
O -4.082 2.431 -1.628
H -4.601 2.227 -4.163
H -3.344 0.708 -5.687
H -0.877 -0.602 -2.345
H -2.133 0.916 -0.821
C -3.755 6.017 -0.400
C -4.299 5.232 -1.336
C -4.922 5.803 -2.546
O -5.422 5.086 -3.402
C -4.919 7.273 -2.683
C -4.376 8.058 -1.747
C -3.752 7.487 -0.537
O -3.253 8.204 0.319
H -3.295 5.614 0.494
H -4.308 4.152 -1.250
H -5.380 7.676 -3.577
H -4.366 9.138 -1.833
C -2.470 9.367 3.006
C -2.462 10.532 2.350
C -1.970 11.768 2.990
O -1.964 12.835 2.391
C -1.485 11.667 4.381
C -1.492 10.502 5.037
C -1.985 9.266 4.397
O -1.990 8.199 4.996
H -2.828 8.452 2.552
H -2.814 10.622 1.330
H -1.126 12.582 4.835
H -1.141 10.412 6.057
```

Its net charge is +1. As for the HOMO-LUMO gap: 6.44 eV. Its spin multiplicity is 1.

=====

Molecular formula: C28H34ClN4O7PrS4
Method: DFT, wB97M-V/def2-TZVPD

```
79
C28H34ClN4O7PrS4 (wB97M-V/def2-TZVPD)
Pr -0.030 -0.181 0.149
C 2.698 0.284 -1.603
C 2.566 -0.929 -0.899
C 2.618 -0.634 0.488
C 2.747 0.763 0.624
C 2.806 1.324 -0.670
H 2.727 0.396 -2.680
H 2.545 -1.923 -1.325
H 2.726 -1.356 1.278
H 2.892 1.285 1.559
H 2.924 2.375 -0.897
O -4.179 0.556 0.771
Cl -2.888 0.242 0.241
O -2.936 0.122 -1.193
O -2.365 -0.987 0.811
O -1.931 1.300 0.590
S 0.239 -2.868 1.227
C -0.655 -2.757 2.744
C -1.215 -3.933 3.276
C -1.902 -3.964 4.480
C -2.063 -2.787 5.202
C -1.528 -1.612 4.696
C -0.818 -1.561 3.488
S -0.127 -0.001 3.008
H -1.095 -4.841 2.696
H -2.310 -4.899 4.851
H -2.598 -2.783 6.146
H -1.650 -0.683 5.245
C 0.951 1.706 5.962
C -0.274 2.599 5.794
C -0.054 3.744 4.814
N -0.020 3.281 3.427
C 0.640 3.810 2.405
S 0.571 3.253 0.844
N 1.542 4.884 2.655
C 1.315 6.093 3.255
O 0.320 6.392 3.879
C 2.432 7.087 3.042
C 3.753 6.709 2.840
C 4.725 7.670 2.595
C 4.381 9.012 2.547
C 3.065 9.394 2.773
C 2.099 8.433 3.030
H 0.780 0.950 6.731
H 1.819 2.306 6.262
H 1.182 1.183 5.035
H -0.542 3.046 6.756
H -1.127 2.001 5.459
H 0.893 4.233 5.047
H -0.839 4.491 4.911
H -0.507 2.409 3.201
H 2.218 4.914 1.903
H 4.035 5.664 2.897
H 5.753 7.367 2.439
H 5.135 9.760 2.332
H 2.791 10.441 2.743
H 1.066 8.706 3.209
O -0.736 -1.811 -1.570
C -0.614 -1.980 -2.786
C -1.053 -3.300 -3.380
C 0.120 -4.150 -3.887
C 0.661 -3.716 -5.250
C 1.233 -2.301 -5.280
C 0.183 -1.224 -4.999
N -0.084 -1.061 -3.590
H -1.765 -3.119 -4.194
H -1.569 -3.819 -2.576
H -0.211 -5.188 -3.964
H 0.919 -4.123 -3.140
H -0.150 -3.783 -5.988
H 1.434 -4.424 -5.565
H 1.681 -2.118 -6.262
H 2.025 -2.204 -4.532
H -0.736 -1.449 -5.553
H 0.539 -0.258 -5.353
H 0.046 -0.164 -3.133
O -1.313 2.239 -3.789
S -1.045 2.163 -2.340
N -0.166 1.085 -1.856
```

Its net charge is -2. As for the expectation value of S²: 2.00. As for the HOMO-LUMO gap (alpha / beta): 4.60 / 4.61 eV. The energy above the lowest of the compared OMol25 structures with the same formula, charge and spin comes out at 1.006 eV. Its spin multiplicity is 3.

=====

Molecular formula: C28H34ClN7P2S3Tl
Method: DFT, wB97M-V/def2-TZVPD

```
76
C28H34ClN7P2S3Tl (wB97M-V/def2-TZVPD)
Tl -0.026 -0.390 0.504
N -1.829 3.815 1.186
C -1.095 2.745 0.797
S -0.848 1.536 2.032
N -0.686 2.761 -0.439
N 0.091 1.715 -0.842
C 0.636 1.825 -2.000
C 0.389 2.957 -2.927
C 1.451 3.738 -3.369
C 1.227 4.789 -4.247
C -0.057 5.046 -4.704
C -1.117 4.257 -4.277
C -0.899 3.223 -3.383
C 1.590 0.763 -2.418
C 1.931 0.589 -3.755
C 2.840 -0.402 -4.087
C 3.385 -1.180 -3.080
C 2.976 -0.948 -1.775
N 2.099 -0.006 -1.446
H -2.040 3.946 2.159
H -1.868 4.604 0.562
H 2.457 3.527 -3.024
H 2.055 5.402 -4.577
H -0.231 5.859 -5.396
H -2.118 4.453 -4.638
H -1.724 2.616 -3.034
H 1.485 1.215 -4.513
H 3.117 -0.564 -5.120
H 4.104 -1.958 -3.294
H 3.356 -1.551 -0.959
C -0.789 -3.819 2.552
P -1.270 -2.090 2.296
C -1.091 -1.352 3.958
C -3.088 -2.181 2.107
C -3.774 -0.841 1.834
P -3.346 -0.158 0.171
C -4.446 -1.152 -0.907
C -4.285 1.413 0.228
H -1.367 -4.231 3.382
H 0.273 -3.882 2.783
H -0.998 -4.385 1.647
H -1.794 -1.834 4.640
H -1.301 -0.285 3.929
H -0.084 -1.497 4.348
H -3.459 -2.628 3.034
H -3.277 -2.886 1.297
H -3.485 -0.090 2.574
H -4.857 -0.971 1.912
H -5.486 -1.076 -0.583
H -4.140 -2.197 -0.911
H -4.368 -0.778 -1.929
H -5.334 1.230 0.470
H -4.227 1.906 -0.743
H -3.853 2.082 0.971
S -0.400 -1.639 -1.705
C -1.397 -2.806 -1.040
N -2.052 -3.626 -0.552
Cl 3.292 -0.707 5.316
C 3.097 0.072 3.791
C 3.808 1.217 3.466
C 3.605 1.784 2.219
C 2.697 1.202 1.350
N 2.023 0.102 1.678
C 2.214 -0.457 2.869
H 4.500 1.648 4.177
H 4.140 2.675 1.924
H 2.490 1.611 0.372
H 1.657 -1.360 3.084
S 3.789 -4.683 1.030
C 2.453 -5.084 0.047
C 1.590 -4.039 -0.006
N 1.952 -2.934 0.729
C 3.093 -3.153 1.321
H 2.369 -6.042 -0.437
H 0.670 -4.034 -0.566
H 3.606 -2.428 1.937
```

Its net charge is +1. As for the HOMO-LUMO gap: 7.24 eV. The energy above the lowest of the compared OMol25 structures with the same formula, charge and spin comes out at 0.217 eV. Its spin multiplicity is 1.